Record 1
The following is a quantum chemistry calculation of a cluster of 11 separate species, C21H47Cl12N5O5 in total, from OMol25.

- relative energy (zero: lowest compared OMol25 entry of this formula, charge and spin) (eV) = 0.000
- HOMO energy (hartree) = -0.331
- total energy (a.u.) = -7000.71421
- frontier orbital gap (eV) = 8.950

Geometry (Å):
O 2.593 -2.341 -3.961
H 3.874 5.084 1.076
H -5.260 -0.432 1.711
H -5.436 0.893 2.927
H -0.169 5.414 -3.073
H 0.753 3.781 2.417
H 2.232 -4.033 0.253
H -1.998 -3.105 1.104
C 2.508 -5.018 -3.274
Cl -2.449 5.514 -2.811
C 2.787 -0.060 3.160
C 2.976 3.103 -4.191
H 2.284 -5.506 1.245
H 3.015 -5.543 -2.460
C -1.081 -0.090 -0.408
H 1.149 -4.223 -1.894
H -1.922 -0.756 -0.249
H 4.372 5.564 -0.454
C 5.300 -2.464 0.953
Cl 3.217 -0.843 4.717
H 0.021 -2.157 -1.928
N 1.645 -3.987 -2.758
H -4.493 3.497 -1.563
Cl 4.517 3.814 -3.629
N -4.589 1.411 1.045
C -0.408 -4.427 0.445
O -2.053 2.263 1.835
C -5.489 0.625 1.875
H -6.249 -0.532 -0.994
C 1.756 0.787 -0.763
H -0.349 3.982 0.985
C -5.009 2.074 -0.040
H -6.501 0.731 1.488
O -0.105 -4.709 -0.705
Cl 4.723 3.213 -0.139
Cl -4.351 -1.926 -0.772
C 0.705 -1.732 -2.664
N 0.107 -0.783 0.093
C 3.871 4.736 0.045
H -2.110 -4.733 1.757
H 0.181 -1.377 -3.548
H 3.263 2.435 -4.994
C 1.941 -4.471 1.204
H -1.055 0.156 4.602
Cl -6.911 -2.366 0.472
H 3.377 -0.453 2.340
C 1.736 -2.697 -3.152
H -3.111 2.788 -0.778
C 1.408 -0.405 0.059
C -4.113 3.176 -0.596
H -2.498 0.890 3.759
H 0.219 2.103 4.013
H -0.656 5.538 -1.385
C -1.836 -4.156 0.870
H 1.745 -0.332 3.029
H 1.222 -0.920 -2.149
Cl -0.603 3.286 -2.102
O 2.257 -1.069 0.655
H 2.549 1.354 -0.279
H -1.004 0.225 -1.447
H 0.903 1.437 -0.941
H -3.642 1.520 1.415
H 3.253 -4.695 -3.993
N -0.665 1.887 3.581
Cl 5.916 -1.008 1.827
H -6.428 -2.104 -1.803
H 0.703 2.628 1.137
H 2.426 -3.958 2.032
H 2.521 2.574 -3.363
C -6.107 -1.605 -0.895
Cl 2.874 1.708 3.222
O -6.149 1.950 -0.485
H -1.837 1.516 5.305
C -0.956 2.427 2.382
N 0.509 -4.336 1.436
H 4.536 -2.072 0.291
H -1.254 0.803 0.200
H 4.909 -3.139 1.703
C -1.604 1.063 4.340
H 0.230 -4.035 2.352
Cl 6.605 -3.179 0.027
H 1.924 -5.797 -3.777
Cl 2.236 4.627 -0.623
C -0.827 5.003 -2.314
C 0.065 3.303 1.721
H -0.021 -1.616 0.648
H -4.077 4.058 0.041
Cl 1.878 4.324 -4.824
H 2.119 0.408 -1.722
H -2.536 -4.483 0.106

Atoms 1-3, force components in eV/Å:
O -0.4 0.3 0.2
H -0.5 -0.7 0.2
H 0.1 -0.1 0.5

Record 2
The following is a quantum chemistry calculation of the ion C21H47NO4P with charge +1, from OMol25.

- relative energy (zero: lowest compared OMol25 entry of this formula, charge and spin) (eV) = 0.220
- HOMO energy (hartree) = -0.457
- total energy (a.u.) = -1525.33113
- net charge = +1
- frontier orbital gap (eV) = 10.078

Geometry (Å):
H 1.623 0.955 -5.723
H -1.838 0.549 -4.060
C -0.794 0.633 -3.738
H 2.577 0.079 4.025
C 1.589 2.426 -2.708
H 1.265 -1.683 2.129
H -2.745 -0.554 -0.073
C 1.677 -3.742 2.587
C -0.743 2.672 3.591
H -4.418 -0.187 1.719
H 0.700 -4.034 2.978
H -0.549 2.067 -5.290
C -2.634 1.566 0.349
C -1.121 2.582 2.106
O 1.357 -0.841 -2.453
H 0.900 -4.724 -1.517
H 1.376 2.322 3.407
H 1.223 3.413 -5.895
O 0.354 -0.036 -0.233
H 1.941 0.285 -4.101
H 1.903 -5.186 0.997
H -1.636 0.484 1.938
C -0.281 1.989 -4.234
C 1.642 -0.305 4.440
H 2.934 -1.997 2.582
C 1.454 3.521 -4.837
H -0.227 -0.191 -4.177
H -0.459 0.113 0.262
H 0.734 2.134 5.035
H 1.492 1.485 -2.172
H -0.214 2.467 1.506
H 2.432 -4.302 3.141
C 1.986 1.180 -4.723
H -3.669 0.464 -1.170
H 0.592 -2.179 4.527
H 0.199 -2.695 0.646
H -0.311 -3.189 -2.998
H -0.809 2.768 -3.679
C 1.754 -4.110 1.103
H 1.563 -3.086 -1.414
C -2.106 1.458 1.782
P 0.139 -0.633 -1.666
H -1.589 3.524 1.810
C 0.701 -3.709 -1.167
H -1.401 -3.766 -1.708
H -1.800 1.745 -0.337
C 0.491 -3.703 0.345
H -1.572 2.302 4.197
H 3.026 1.493 -4.788
H -0.599 3.722 3.851
C 1.586 -1.822 4.249
C -0.506 -3.177 -1.923
H -0.466 0.039 4.227
H -0.327 -4.377 0.606
H 1.640 -0.082 5.509
O -0.768 0.548 -2.334
H 2.504 3.789 -4.738
H -3.296 2.432 0.283
C -3.395 0.324 -0.121
H 0.851 4.331 -4.427
N 1.183 2.261 -4.117
H 2.304 -2.296 4.922
C 1.897 -2.248 2.816
H 2.631 2.738 -2.663
C 0.535 1.926 3.982
H -5.213 -0.773 0.263
H 0.973 3.179 -2.222
H 0.452 0.191 2.720
H -2.947 1.523 2.474
H 2.620 -3.612 0.661
O -0.864 -1.846 -1.526
C 0.461 0.414 3.788
C -4.659 0.060 0.689
H -5.303 0.936 0.686

Atoms 1-3, force components in eV/Å:
H -0.1 0.1 0.0
H 0.2 0.1 -0.1
C 0.1 0.1 -0.5

Record 3
The following is a quantum chemistry calculation of a structure of composition C21H48INO2P3Sn, from OMol25.

- relative energy (zero: lowest compared OMol25 entry of this formula, charge and spin) (eV) = 1.406
- HOMO energy (alpha / beta) (hartree) = -0.667 / -0.663
- total energy (a.u.) = -2569.18689
- net charge = +3
- frontier orbital gap (alpha / beta) (eV) = 6.020 / 6.282

Geometry (Å):
P -1.837 0.452 -2.942
I -2.149 2.882 0.742
C -1.592 -0.782 2.559
H -3.939 1.251 -2.068
H -1.265 1.283 -5.166
H -0.026 -3.664 -1.451
H 3.510 -1.470 1.632
C -2.198 1.103 -4.616
C 1.654 3.875 1.234
H -3.383 -1.354 1.387
C 1.479 -1.880 3.496
H 1.527 5.374 -1.429
C -1.829 -1.965 3.517
H -4.136 -0.285 -2.987
H -0.698 3.086 -3.895
H 2.928 0.425 2.631
H 0.881 3.338 -4.739
H 3.674 1.986 -1.446
C -0.489 -2.831 0.499
H -0.466 -4.922 0.916
H 0.898 -1.398 4.288
C 2.342 -0.471 -1.966
H 2.688 4.388 -2.380
H -2.558 -1.630 4.266
C -1.219 0.438 3.410
H 1.324 0.815 3.279
C 1.848 0.367 2.428
C -0.170 -4.001 1.441
C -1.958 -2.911 0.063
C 0.394 3.179 -3.752
H -1.516 -1.949 -2.548
H -0.251 -1.267 -3.633
H -0.743 -3.968 2.373
P -0.216 -1.135 1.311
H -2.071 -3.748 -0.640
Sn -0.274 1.576 -1.041
H -2.287 -1.998 -0.451
H -2.258 -2.839 3.015
H -3.623 -0.079 2.582
C 1.467 -1.098 2.174
O 2.976 -1.161 -2.624
H -2.768 0.303 1.077
H -3.502 -0.307 -1.311
H -1.906 -1.556 -4.251
H 3.192 5.129 -0.825
H -2.773 2.033 -4.531
H 3.258 1.284 0.148
H 2.521 4.525 1.415
H 2.524 -1.912 3.836
C -3.518 0.254 -2.255
C 2.359 4.661 -1.370
H -1.046 1.320 2.779
H 1.639 0.969 1.538
H 0.898 -4.091 1.674
C 2.514 -1.696 1.224
C 0.397 -2.921 -0.761
H -2.802 0.359 -5.155
H 1.427 -3.223 -0.547
C 3.363 2.216 -0.418
H -2.084 0.676 4.042
N -0.087 -0.089 0.101
H 0.428 -1.963 -1.284
P 1.813 3.177 -0.442
H 2.454 -1.252 0.223
O 1.847 1.238 -3.513
H -0.921 -2.252 4.057
C 0.949 1.961 -3.132
C -2.915 -0.474 1.841
H -2.628 -3.125 0.904
H 1.624 3.094 2.000
H 0.723 4.455 1.288
H -0.366 0.243 4.070
H 1.147 -2.916 3.375
H 4.128 2.836 0.069
C -1.320 -1.249 -3.372
H 2.433 -2.786 1.148
H 0.560 4.068 -3.115

Atoms 1-3, force components in eV/Å:
P -1.5 -1.3 -0.7
I 1.1 -0.1 -1.6
C -0.8 0.4 0.2

Record 4
The following is a quantum chemistry calculation of a structure of composition C21H48IO5P2RhSSi, from OMol25.

- relative energy (zero: lowest compared OMol25 entry of this formula, charge and spin) (eV) = 2.005
- HOMO energy (alpha / beta) (hartree) = -0.494 / -0.542
- total energy (a.u.) = -2983.23231
- net charge = +2
- 2S+1 = 5
- expectation value of S² = 6.0778
- frontier orbital gap (alpha / beta) (eV) = 6.658 / 4.778

Geometry (Å):
H -3.492 1.282 6.710
H -4.639 3.950 5.322
C 3.123 1.425 1.461
C -2.151 -2.497 -1.473
H -3.714 1.374 4.935
H -1.294 -3.187 -1.474
H -2.639 -1.533 7.037
C -1.855 -0.775 6.862
H 0.798 4.402 2.689
C -3.933 3.053 3.021
H -3.414 0.477 -0.715
H -0.896 -1.277 6.763
C 1.016 -1.327 -2.646
C -3.479 0.711 5.774
H 3.812 2.165 -1.339
H 3.120 5.288 5.563
H 2.171 5.419 3.187
H -4.262 -0.087 5.845
H 0.449 3.421 -0.681
H 2.294 4.231 6.734
O -1.687 3.257 4.081
H 1.432 -0.343 -2.958
C -2.754 5.165 3.259
H -3.766 -0.024 0.958
I -1.992 2.019 1.048
C 1.688 4.426 3.326
O -1.005 1.003 5.510
H -3.060 -2.981 1.366
H 2.446 1.587 -2.402
H 3.464 0.410 1.477
C 3.017 1.407 -1.472
H -2.223 5.817 3.964
H -2.170 -1.887 -2.389
H 2.133 3.951 -0.368
H 2.776 1.591 2.490
C 1.340 4.166 4.788
C 1.089 -1.564 -1.164
H -3.095 -3.049 -1.342
H -2.140 5.032 2.349
H 2.388 3.673 2.971
H -3.952 1.980 3.245
C -2.119 -2.424 1.417
H -4.356 -0.987 -0.400
H 0.768 6.261 5.081
H 3.291 3.527 5.474
H -1.259 -3.105 1.472
C -2.970 3.823 3.931
H -1.797 -0.101 7.721
H -3.134 4.907 5.728
H 1.013 3.700 0.981
H 3.444 0.386 -1.468
C -3.520 -0.386 -0.049
H -0.578 5.190 4.545
H -2.139 -1.822 2.330
P -1.996 -1.391 -0.063
H -3.022 -1.615 4.463
C 1.311 3.304 -0.002
C 0.588 -1.082 1.463
P 1.937 1.557 0.037
H 3.922 2.182 1.347
C 2.586 4.328 5.686
H -1.275 -1.359 4.189
Rh 0.009 -0.300 -0.041
H -3.181 3.123 5.962
C -2.140 0.041 5.596
H -3.752 5.548 2.981
H 0.044 5.130 6.218
O 0.953 -1.751 2.309
H -0.022 -1.440 -3.014
H 1.629 -2.112 -3.117
H -2.437 -0.249 3.458
C 0.320 5.236 5.169
H -3.650 3.264 1.952
C -2.227 -0.847 4.350
H -4.950 3.458 3.169
S 0.169 1.322 2.380
O 1.805 -2.297 -0.526
C -3.538 3.957 5.347
O 0.895 2.771 5.005
Si -0.537 2.122 4.361

Atoms 1-3, force components in eV/Å:
H -0.1 -0.1 -0.2
H 0.4 0.2 0.3
C -0.1 1.0 0.0

Record 5
The following is a quantum chemistry calculation of a structure of composition C21H49AsBF6NO5Sn, from OMol25.

- relative energy (zero: lowest compared OMol25 entry of this formula, charge and spin) (eV) = 0.000
- HOMO energy (hartree) = -0.290
- total energy (a.u.) = -4334.48129
- frontier orbital gap (eV) = 3.374

Geometry (Å):
H -4.429 1.733 -4.043
C 2.291 4.578 0.192
H -3.016 2.020 -2.818
F -1.273 0.757 2.165
H -5.529 0.645 1.697
C 0.748 -4.803 0.266
H -4.490 4.738 1.743
C -3.436 4.474 1.868
H 2.089 -3.946 -1.887
N 2.175 -4.590 0.102
H 3.054 -1.344 -4.463
O 2.298 -1.092 -1.469
H -0.756 6.315 2.164
H 0.494 -5.785 -0.168
H -1.062 4.659 2.754
F 0.617 0.798 0.639
C -3.786 -1.811 1.086
As -1.055 1.226 0.446
H 2.330 -2.557 -3.475
H -1.456 6.026 3.814
C -2.781 5.822 2.158
H 4.697 -6.254 -0.037
H 1.514 4.352 0.923
H 2.885 -5.989 -2.944
H 1.240 1.351 3.472
C -1.688 -0.436 -3.592
C 2.606 -4.705 -1.307
H -6.345 -0.934 1.573
B 2.196 0.755 3.888
H 2.619 1.343 4.803
H 0.168 -3.570 -1.450
H -2.790 -2.195 1.274
H 2.985 0.699 3.036
H -1.041 -0.103 -4.407
C 2.182 -0.638 -2.584
H 2.865 3.655 0.088
H 1.769 -0.328 4.223
Sn -0.857 -0.022 4.825
F -1.491 -0.375 -0.100
C 2.195 0.874 -2.730
H 1.233 -1.404 -4.348
H 2.389 6.526 2.310
H 3.200 7.719 1.315
H 1.438 -6.403 -1.951
H 3.655 -4.426 -1.429
H 2.351 -6.426 1.111
C 3.153 5.730 0.589
H -3.338 3.655 2.575
H -1.209 -4.147 -0.424
H 2.171 1.453 -1.813
H 0.462 -4.875 1.316
H -2.739 1.946 -4.499
F -2.710 1.763 0.366
H 1.513 7.295 0.954
C -0.185 -3.783 -0.441
H -1.290 -0.220 -2.604
C -3.409 1.556 -3.722
O 4.344 5.751 0.393
O -3.580 -0.817 3.235
H -3.858 -1.243 0.157
H -4.549 -2.585 0.966
F -0.685 1.685 -1.201
O -4.040 -0.708 -3.908
H -1.727 -1.510 -3.781
C 4.385 -5.587 0.764
H -0.047 -2.804 0.024
F -0.592 2.834 0.981
H 1.333 0.999 -3.391
C 2.184 -1.542 -3.837
C 2.491 -6.106 -1.935
C 2.473 6.909 1.287
H 4.753 -4.584 0.520
C -5.637 -0.344 2.151
H -3.100 4.174 0.874
C -3.121 0.065 -3.742
O -3.344 6.862 1.934
H 2.917 -6.957 -1.402
C 2.903 -5.478 1.020
H 4.965 -5.737 1.676
C -1.407 5.691 2.778
H 2.829 -5.058 2.029
H 1.854 4.718 -0.799
H 3.148 1.148 -3.191
C -4.265 -0.955 2.232
H -6.045 -0.122 3.137

Atoms 1-3, force components in eV/Å:
H -0.1 0.2 0.6
C 0.0 -1.1 0.0
H -0.6 0.0 0.2

Record 6
The following is a quantum chemistry calculation of a structure of composition C21H49AsCl3MnN3O3P2S5SiTe, from OMol25.

- HOMO energy (alpha / beta) (hartree) = -0.334 / -0.334
- total energy (a.u.) = -9218.01484
- net charge = +1
- frontier orbital gap (alpha / beta) (eV) = 4.182 / 4.146

Geometry (Å):
H -10.950 -12.502 -7.355
H -8.222 -11.271 -13.320
H -10.132 -19.369 -8.641
H -9.421 -17.941 -7.811
C -11.800 -13.580 -4.984
H -4.255 -11.264 -13.392
H -12.676 -12.977 -7.343
C -7.303 -10.409 -9.836
H -8.242 -20.770 -7.872
C -8.351 -19.792 -7.432
C -5.119 -11.907 -11.560
H -9.013 -13.682 -9.842
C -5.231 -11.126 -12.907
H -10.339 -16.576 -12.192
C -11.830 -16.390 -4.446
C -7.735 -13.865 -12.454
S -5.464 -16.554 -12.455
H -9.419 -17.230 -3.967
H -11.746 -15.922 -3.468
H -8.595 -14.391 -12.875
C -4.155 -11.220 -10.576
C -11.419 -16.790 -10.298
H -5.991 -11.589 -13.558
Cl -6.289 -15.210 -5.221
O -8.419 -18.621 -9.490
H -8.663 -16.755 -5.421
H -11.519 -13.952 -8.310
H -9.304 -10.799 -11.944
H -5.449 -10.076 -12.758
H -3.140 -11.273 -11.015
H -4.085 -11.737 -9.648
H -7.226 -14.617 -11.848
H -7.122 -13.471 -13.275
N -10.645 -16.168 -5.266
H -5.129 -13.770 -12.701
H -6.761 -10.981 -7.823
H -6.559 -9.312 -8.201
H -7.477 -8.286 -10.283
H -12.843 -13.715 -4.673
H -9.933 -13.931 -11.312
C -10.270 -17.061 -11.227
S -4.314 -15.359 -8.441
C -8.763 -10.523 -9.299
H -5.387 -10.497 -8.771
H -11.994 -17.442 -4.304
C -8.243 -12.684 -11.636
H -9.834 -18.120 -5.401
H -12.694 -15.968 -4.916
N -11.436 -14.240 -6.246
H -9.803 -12.088 -12.975
S -9.467 -15.398 -7.559
P -7.890 -17.291 -10.152
H -11.670 -12.513 -5.125
C -11.642 -13.373 -7.387
S -2.914 -18.975 -11.878
H -10.081 -18.144 -11.396
H -8.951 -9.656 -8.657
Si -6.279 -13.789 -6.713
C -9.365 -13.179 -10.718
H -4.616 -13.935 -11.020
C -8.904 -11.634 -12.546
H -9.522 -10.458 -10.040
O -7.012 -16.401 -9.318
As -3.457 -16.954 -11.348
C -6.430 -10.307 -8.601
C -9.198 -18.889 -8.289
H -6.069 -9.056 -10.936
S -4.112 -17.285 -9.178
Cl -7.870 -12.550 -6.234
C -4.606 -13.300 -11.868
O -9.091 -16.426 -10.630
C -10.575 -15.279 -6.299
H -8.872 -11.431 -8.688
Te -6.738 -18.492 -11.912
H -11.182 -17.195 -9.324
C -7.131 -9.189 -10.747
N -6.573 -13.108 -9.474
H -4.357 -10.183 -10.396
P -6.801 -12.022 -10.670
C -9.588 -17.121 -5.021
H -10.018 -12.379 -10.402
Cl -4.540 -12.685 -6.502
H -7.635 -9.236 -11.726
H -3.562 -13.187 -12.179
H -12.309 -17.279 -10.658
Mn -6.407 -14.621 -8.864
H -11.646 -15.722 -10.173
H -11.156 -13.986 -4.179
H -7.357 -19.360 -7.359
H -8.736 -19.829 -6.399

Atoms 1-3, force components in eV/Å:
H -0.2 -0.5 -0.2
H -0.3 0.0 0.0
H 0.5 0.2 0.2

Number 1: F_max 1.7 eV/A. Number 2: F_max 1.4 eV/A. Number 3: F_max 4.4 eV/A. Number 4: F_max 4.7 eV/A. Number 5: F_max 3.7 eV/A. Number 6: F_max 3.0 eV/A.